This record from the Open Molecules 2025 dataset describes C32H37N7O4PPdS as an isolated structure. The level of theory is ωB97M-V with the def2-TZVPD basis set.

```
83
Properties=species:S:1:pos:R:3
Pd -0.73 -0.78 0.41
C 1.92 3.64 2.47
O 1.88 2.55 1.51
C 0.76 1.93 1.25
O 0.77 0.96 0.48
N -0.38 2.38 1.79
N -1.56 1.72 1.42
H 2.97 3.87 2.59
H 1.50 3.32 3.42
H 1.41 4.51 2.07
H -0.43 3.27 2.27
H -1.98 2.15 0.61
H -2.20 1.79 2.19
N -0.62 -3.06 2.47
P -0.33 -1.41 2.55
C -1.05 -0.91 4.11
C -0.36 -1.35 5.25
C -0.89 -1.11 6.51
C -2.09 -0.42 6.64
C -2.79 -0.01 5.51
C -2.27 -0.26 4.25
C 1.45 -1.14 2.68
C 2.29 -1.91 1.87
C 3.66 -1.73 1.92
C 4.20 -0.78 2.78
C 3.38 -0.01 3.58
C 2.00 -0.18 3.53
C -1.08 -3.62 1.30
C -1.43 -4.97 1.26
C -1.87 -5.50 0.07
C -1.94 -4.67 -1.05
C -1.58 -3.37 -0.92
N -1.15 -2.80 0.24
H -0.75 -3.59 3.32
H 0.59 -1.87 5.17
H -0.36 -1.44 7.39
H -2.50 -0.23 7.63
H -3.74 0.49 5.62
H -2.87 -0.01 3.39
H 1.87 -2.67 1.22
H 4.31 -2.35 1.31
H 5.28 -0.65 2.83
H 3.80 0.71 4.27
H 1.36 0.42 4.16
H -1.34 -5.57 2.15
H -2.16 -6.54 0.01
H -2.27 -5.05 -2.01
H -1.63 -2.72 -1.79
C 3.67 3.14 -1.77
C 3.83 1.70 -2.24
N 2.67 0.86 -1.85
C 1.77 0.29 -2.63
S 1.03 -1.12 -1.85
N 1.49 0.60 -3.87
C 1.71 1.90 -4.56
C 0.40 2.38 -5.17
H 4.56 3.71 -2.05
H 3.57 3.18 -0.69
H 2.80 3.63 -2.21
H 4.69 1.24 -1.76
H 3.97 1.62 -3.31
H 2.56 0.68 -0.86
H 0.91 -0.05 -4.37
H 2.46 1.74 -5.33
H 2.09 2.61 -3.84
H -0.01 1.64 -5.86
H 0.58 3.29 -5.74
H -0.34 2.60 -4.40
O -3.42 1.30 -0.76
C -2.93 0.67 -1.64
N -1.73 -0.17 -1.45
C -1.41 -0.57 -2.62
O -0.26 -1.23 -2.90
C -2.33 -0.23 -3.70
C -2.38 -0.53 -5.05
C -3.45 0.00 -5.77
C -4.41 0.81 -5.16
C -4.34 1.12 -3.79
C -3.30 0.57 -3.08
H -1.64 -1.16 -5.53
H -3.55 -0.22 -6.82
H -5.22 1.20 -5.75
H -5.08 1.75 -3.32
```

Results
Energy relative to the best compared isomer or geometry (same formula, charge and spin) (kcal per mole): 0.0
LUMO level (eV): -8.92
HOMO level (Ha): -0.6068
Charge: +3
Gap between HOMO and LUMO (eV): 7.59